[1]
A 3-piece molecular cluster, C3H12N2O2 overall. Source: OMol25; level of theory: ωB97M-V with the def2-TZVPD basis set.

Geometry as XYZ:
```
19
Properties=species:S:1:pos:R:3:forces:R:3:lowdin_charge:R:1
H 2.1210 2.3875 -0.8361 0.122 -0.056 -0.590 0.047
N 1.6376 1.5157 -1.0322 -0.485 -0.037 0.728 0.046
C 0.4758 1.6102 -0.4768 0.413 0.126 -0.104 -0.300
N -0.4071 0.6009 -0.3489 -0.016 -0.050 -0.253 -0.005
C -1.4054 0.6057 0.7156 0.424 -0.016 0.032 -0.259
C -2.5271 -0.3585 0.3897 -0.252 0.206 0.271 -0.090
H 0.1125 2.5648 -0.0900 -0.028 -0.066 0.210 0.127
H -0.0433 -0.3148 -0.5837 0.053 0.012 0.047 0.112
H -0.9093 0.3396 1.6548 -0.151 -0.208 0.038 0.114
H -1.7565 1.6297 0.8599 -0.163 -0.032 -0.240 0.111
H -2.1678 -1.3828 0.3027 0.104 -0.012 0.060 0.075
H -3.2717 -0.3246 1.1882 0.014 -0.110 -0.067 0.074
H -3.0184 -0.0923 -0.5439 0.003 0.074 -0.068 0.073
O 2.1146 -1.2495 -1.2948 -0.315 0.299 -0.715 -0.112
H 2.1017 -0.2496 -1.2894 0.032 -0.416 -0.186 0.001
H 1.8009 -1.5354 -2.1779 0.338 0.336 0.832 0.066
O 1.3454 -1.9610 1.2845 -0.582 0.206 -0.634 -0.081
H 2.0819 -2.0386 1.8761 0.553 -0.046 0.355 0.015
H 1.7152 -1.7470 0.4023 -0.063 -0.208 0.283 -0.015
```
Positions in Å, forces in eV/Å.

Calculated values
- HOMO (eV) = -9.182
- energy above the lowest of the compared OMol25 structures with the same formula, charge and spin (kJ/mol) = 37.4
- charge = 0
- gap between HOMO and LUMO (eV) = 10.2
- spin multiplicity = 1
- LUMO (eV) = 1.0

=====

[2]
C18H17F6HgN4O9S2 as an isolated structure. Source: OMol25; level of theory: ωB97M-V with the def2-TZVPD basis set.

Geometry as XYZ:
```
57
Properties=species:S:1:pos:R:3:forces:R:3:lowdin_charge:R:1
Hg -0.3522 -0.3656 0.6594 -0.544 0.137 -1.159 1.251
O -0.8107 0.7927 -2.1394 0.062 0.151 0.063 -0.075
C -1.0712 -0.2576 -3.0409 -0.257 -0.205 -0.090 -0.234
C -1.9515 -1.3581 -2.4243 0.203 0.440 -0.091 -0.176
N -1.3480 -2.0418 -1.2865 -0.186 -0.243 -0.197 -0.184
C -0.2338 -2.8860 -1.7075 0.405 0.236 -0.046 -0.098
C 1.0505 -2.1161 -2.0760 -0.620 -0.475 -0.364 -0.643
O 1.7164 -2.4882 -3.0217 0.230 -0.041 -0.117 0.060
O 1.2764 -1.1192 -1.2932 -0.838 0.048 0.009 -0.262
C -2.3245 -2.8699 -0.5824 0.112 0.092 0.600 -0.126
C -2.1629 -2.8924 0.9800 -0.154 -0.114 -0.798 -0.681
O -2.8186 -3.7479 1.5645 -0.335 -0.417 0.146 -0.020
O -1.4291 -2.0196 1.5134 -0.216 -0.683 0.672 -0.135
H 0.1171 0.7666 -1.8619 0.030 -0.079 0.002 0.043
H -0.1494 -0.6856 -3.4428 -0.074 0.136 -0.064 0.112
H -1.6439 0.1747 -3.8783 0.133 -0.190 0.064 0.115
H -2.2100 -2.0800 -3.2270 -0.013 0.114 0.094 0.124
H -2.8684 -0.8709 -2.0783 0.033 -0.103 -0.052 0.102
H -0.5166 -3.5180 -2.5688 0.068 0.055 0.179 0.129
H 0.0707 -3.5157 -0.8663 -0.156 -0.031 -0.092 0.124
H -2.2962 -3.9113 -0.9332 -0.077 0.111 0.057 0.118
H -3.3364 -2.4963 -0.7670 0.071 -0.021 -0.004 0.106
C -4.4931 1.4168 -0.0073 -0.182 0.026 -0.048 -0.108
C -4.2429 2.7942 0.1717 0.115 -0.136 0.041 -0.119
C -3.0249 3.1819 0.6469 -0.015 0.249 -0.010 -0.052
C -2.0212 2.2246 0.9459 -0.029 -0.298 -0.027 -0.233
N -2.2581 0.8935 0.6720 -0.535 0.947 0.115 0.003
C -3.4600 0.5421 0.2483 -0.139 -0.125 0.030 -0.172
C -0.7768 2.5430 1.5504 0.131 -0.287 0.106 -0.227
C -0.4032 3.8549 1.9376 -0.020 0.173 -0.021 -0.050
C 0.8101 4.0868 2.5192 -0.036 -0.189 -0.054 -0.109
C 1.6785 3.0019 2.7440 0.048 0.004 0.093 -0.094
C 1.2648 1.7451 2.3546 0.210 0.143 0.198 -0.164
N 0.0893 1.4961 1.7912 -0.091 1.021 0.178 -0.016
H -5.4597 1.0606 -0.3318 -0.006 -0.098 -0.032 0.076
H -5.0131 3.5202 -0.0593 0.043 0.080 0.021 0.086
H -2.8129 4.2300 0.7988 -0.036 0.066 -0.008 0.084
H -3.6063 -0.5220 0.1372 -0.049 -0.186 -0.112 0.090
H -1.0860 4.6759 1.7692 0.017 0.014 -0.027 0.084
H 1.1070 5.0914 2.7974 -0.047 0.014 0.008 0.088
H 2.6468 3.1473 3.1955 0.104 -0.072 0.004 0.084
H 1.9032 0.8829 2.5032 0.049 -0.002 -0.072 0.100
F 4.3620 2.5635 -0.8587 -0.408 -0.261 -0.155 0.077
C 4.3769 1.2934 -0.3802 0.062 0.091 -0.029 -0.621
F 4.4598 1.4236 0.9592 -0.303 -0.132 0.114 0.081
F 5.5674 0.7882 -0.7680 -0.089 -0.234 -0.161 0.081
S 2.8741 0.2216 -0.9793 2.538 2.303 -0.130 0.615
O 1.8281 1.0677 -0.4454 -0.409 -0.095 0.284 -0.340
O 3.1718 0.2967 -2.3808 -0.123 -0.535 -0.274 -0.277
N 3.4652 -0.9862 -0.1116 -0.536 -0.256 -0.159 -0.288
S 2.4943 -1.9487 0.6337 2.361 -1.383 1.837 0.626
O 1.5047 -1.3230 1.4824 0.300 -0.095 0.579 -0.374
O 2.1959 -3.2435 0.1010 -0.203 -0.153 -0.377 -0.260
C 3.7785 -2.4970 1.9433 0.224 -0.044 0.121 -0.629
F 4.8526 -3.0812 1.3847 -0.123 0.069 -0.363 0.101
F 3.2629 -3.4169 2.7834 -0.403 0.123 -0.258 0.099
F 4.2572 -1.5181 2.7284 -0.299 0.336 -0.224 0.105
```
Positions in Å, forces in eV/Å.

Calculated values
- HOMO (spin up / spin down) (eV) = -0.228 / -3.363
- energy above the lowest of the compared OMol25 structures with the same formula, charge and spin (kJ/mol) = 177.1
- ⟨S²⟩ = 0.77
- charge = -2
- gap between HOMO and LUMO (spin up / spin down) (eV) = 5.0 / 8.1
- spin multiplicity = 2
- LUMO (spin up / spin down) (eV) = 4.8 / 4.7

=====

[3]
C7H14N2 as an isolated structure. Source: OMol25; level of theory: ωB97M-V with the def2-TZVPD basis set.

Geometry as XYZ:
```
23
Properties=species:S:1:pos:R:3:forces:R:3:lowdin_charge:R:1
C 1.1903 0.0915 0.9599 2.257 -0.656 -0.434 0.027
C 1.9032 -0.9970 0.7525 -1.322 -0.923 1.141 0.099
C 1.5479 -1.0831 -0.7319 -1.648 0.181 -0.007 -0.034
C -1.0811 -0.1442 -0.7767 3.072 1.423 0.607 -0.094
C -1.4947 -0.4730 0.6519 -1.024 -1.565 0.982 -0.134
C 0.4814 0.1164 -0.8481 -1.335 -1.441 2.394 -0.126
C 2.1343 1.8889 -0.0178 0.352 5.604 -1.567 -0.030
N 0.9386 1.1724 0.3029 -1.353 -1.474 -0.866 -0.003
N -2.9556 -0.8870 0.4896 -0.001 -1.574 -0.054 0.176
H 1.9856 -1.9211 1.3238 0.919 0.612 0.265 0.155
H -1.0946 -1.5014 1.0081 0.294 2.308 -0.241 0.167
H 2.3321 -1.0101 -1.5120 -0.138 -0.182 0.854 0.157
H 0.9742 -2.0018 -0.8053 0.157 -0.256 -0.547 0.131
H -1.1994 -0.9599 -1.4490 -0.516 -0.958 -0.475 0.126
H -1.5578 0.7527 -1.2362 0.091 -0.498 0.708 0.160
H -1.4739 0.3575 1.4234 0.367 -1.057 -1.091 0.166
H 0.7188 0.5326 -1.7197 0.700 2.614 -3.356 0.111
H 2.9396 1.4590 -0.6060 -0.353 -0.966 -0.047 0.119
H 2.5258 2.2368 0.9008 0.718 0.103 1.078 0.094
H 1.9076 2.9687 -0.5306 0.079 -2.833 0.931 0.177
H -3.2394 -0.4797 -0.4272 -1.036 -0.500 1.173 0.179
H -3.5818 -0.8414 1.3061 -0.119 1.421 -0.351 0.191
H -2.9352 -1.9281 0.4663 -0.161 0.615 -1.095 0.185
```
Positions in Å, forces in eV/Å.

Calculated values
- HOMO (eV) = -18.381
- energy above the lowest of the compared OMol25 structures with the same formula, charge and spin (kJ/mol) = 467.4
- charge = +2
- gap between HOMO and LUMO (eV) = 9.0
- spin multiplicity = 1
- LUMO (eV) = -9.4

=====

[4]
One molecule with the formula C6H8N2OS. Source: OMol25; level of theory: ωB97M-V with the def2-TZVPD basis set.

Geometry as XYZ:
```
18
Properties=species:S:1:pos:R:3:forces:R:3:lowdin_charge:R:1
C -0.2708 2.3532 -1.2554 1.103 1.341 -0.412 -0.083
C -0.0615 0.8153 -1.2675 -1.011 1.383 0.148 -0.817
N -0.3156 0.4388 0.0937 -0.454 0.499 -0.165 0.118
C 0.3430 -0.3002 0.8342 -0.126 -1.591 -0.902 -0.321
C 1.3396 -1.4105 0.9931 -1.388 0.777 1.698 0.083
N 0.1797 -1.0299 1.9528 1.181 -0.330 -1.006 0.047
C -0.4947 -1.4214 3.0934 0.722 -0.553 -1.859 -0.290
O -0.0265 -2.2844 3.7943 -1.066 0.641 0.370 0.058
C -0.6640 -0.1116 -2.2752 -1.444 -2.636 -0.246 -0.400
S 1.1490 0.0223 -2.3688 -0.024 0.101 0.058 0.807
H 0.4271 2.7901 -0.4944 -0.753 -0.591 -0.269 0.083
H -1.2966 2.6258 -0.9875 0.161 -0.407 0.240 0.072
H -0.0312 3.0239 -2.1268 -0.142 -1.491 0.106 0.085
H 1.3309 -2.3501 0.4361 -0.316 0.364 0.214 0.113
H 2.1846 -1.1494 1.5685 1.480 0.044 -0.254 0.088
H -1.4748 -0.9154 2.9890 -0.033 -0.247 1.418 0.147
H -0.9523 -1.1471 -1.7835 0.454 2.214 -1.001 0.101
H -1.3661 0.0506 -3.1960 1.656 0.482 1.862 0.111
```
Positions in Å, forces in eV/Å.

Calculated values
- HOMO (eV) = -9.032
- energy above the lowest of the compared OMol25 structures with the same formula, charge and spin (kJ/mol) = 405.7
- charge = 0
- gap between HOMO and LUMO (eV) = 9.6
- spin multiplicity = 1
- LUMO (eV) = 0.6

=====

[5]
C5H10N as an isolated structure. Source: OMol25; level of theory: ωB97M-V with the def2-TZVPD basis set.

Geometry as XYZ:
```
16
Properties=species:S:1:pos:R:3:forces:R:3:lowdin_charge:R:1
C -0.9292 1.5427 0.7240 -1.192 -0.905 -1.010 0.027
C 0.3209 1.1674 0.7991 0.989 -0.356 -0.165 0.015
C -1.2705 0.3893 -0.1600 -2.325 -3.465 5.034 -0.053
C 0.5191 -1.2501 0.7509 -0.963 -0.382 2.124 -0.010
C 0.8017 -0.1830 -1.3758 -1.811 0.967 -2.638 0.018
N 0.1736 -0.0911 -0.0300 -0.925 0.756 -1.745 -0.305
H -1.6113 2.2524 1.1275 0.132 0.648 0.308 0.124
H 1.2152 1.3945 1.3414 0.379 0.198 0.005 0.143
H -2.3367 -0.6710 0.5250 3.081 2.866 -1.793 0.281
H -1.5956 0.4283 -1.1218 -0.983 0.395 -2.562 0.058
H 0.1015 -2.2000 0.4235 -0.083 0.260 -0.499 0.117
H 1.5932 -1.2575 0.6575 0.421 -0.438 0.836 0.114
H 0.0784 -1.0203 1.7675 1.088 -0.658 -0.791 0.138
H 1.6863 0.3403 -1.4193 1.986 1.627 0.381 0.077
H 1.1146 -1.1230 -1.8131 -0.669 -0.957 0.964 0.114
H 0.1389 0.2811 -2.1966 0.875 -0.556 1.551 0.142
```
Positions in Å, forces in eV/Å.

Calculated values
- HOMO (eV) = -15.029
- energy above the lowest of the compared OMol25 structures with the same formula, charge and spin (kJ/mol) = 422.6
- charge = +1
- gap between HOMO and LUMO (eV) = 11.1
- spin multiplicity = 1
- LUMO (eV) = -3.9

=====

[6]
C8H6NO4S as an isolated structure. Source: OMol25; level of theory: ωB97M-V with the def2-TZVPD basis set.

Geometry as XYZ:
```
20
Properties=species:S:1:pos:R:3:forces:R:3:lowdin_charge:R:1
C 2.8667 0.4737 -0.1379 1.904 1.166 -0.601 -0.134
C 2.4547 -0.8018 -0.3421 -2.713 -2.292 0.503 -0.110
C 1.9945 1.4307 0.4068 -0.967 -1.724 -0.759 -0.115
C 1.1232 -1.1784 -0.0006 1.563 2.229 -0.201 -0.028
C 0.6803 1.1679 0.6780 -0.997 -0.140 1.855 -0.015
C 0.2262 -0.1761 0.4990 0.419 -0.147 0.287 -0.276
C -2.7312 1.0830 0.2020 -0.872 -0.167 -2.566 -0.596
C -1.0815 -0.4908 0.7901 0.015 -2.411 1.660 -0.746
N -1.5049 -0.2686 -1.4454 -1.175 -0.168 -2.508 -0.012
O -2.0037 0.4653 1.0923 0.600 1.245 1.202 0.021
O -3.4913 1.9620 0.4896 -0.012 0.169 0.089 0.112
O -1.9996 -1.4561 -1.7127 0.246 0.825 0.132 -0.166
O -2.6731 0.6199 -1.1099 0.251 0.193 1.543 0.005
S -1.7327 -2.0805 0.9470 0.073 -0.706 0.707 0.647
H 3.9006 0.7610 -0.4733 -1.126 -0.102 0.545 0.105
H 3.0003 -1.6538 -0.7463 0.589 0.667 -0.051 0.095
H 2.3018 2.3938 0.4494 1.207 2.891 0.536 0.055
H 0.8250 -2.1648 -0.2266 -0.634 -0.791 0.082 0.068
H -0.0297 1.8316 1.3384 1.624 -0.880 -1.879 0.159
H -2.1255 -1.9180 -0.6977 0.004 0.142 -0.575 -0.071
```
Positions in Å, forces in eV/Å.

Calculated values
- HOMO (spin up / spin down) (eV) = -2.381 / -4.776
- energy above the lowest of the compared OMol25 structures with the same formula, charge and spin (kJ/mol) = 0.0
- ⟨S²⟩ = 2.04
- charge = -1
- gap between HOMO and LUMO (spin up / spin down) (eV) = 5.8 / 6.8
- spin multiplicity = 3
- LUMO (spin up / spin down) (eV) = 3.4 / 2.0

=====

[7]
A 2-piece molecular cluster, C9H22FN3O2P overall. Source: OMol25; level of theory: ωB97M-V with the def2-TZVPD basis set.

Geometry as XYZ:
```
38
Properties=species:S:1:pos:R:3:forces:R:3:lowdin_charge:R:1
C -3.1181 0.3702 2.8363 0.472 0.513 0.207 -0.010
C -2.4874 1.4322 1.9816 -0.436 -0.472 -0.516 -0.310
F -1.3081 1.8823 2.6091 0.109 0.062 0.152 -0.025
C -2.1340 0.9953 0.5343 0.748 -0.032 1.637 -0.297
C -1.0532 1.9484 0.0408 -0.517 0.357 -0.103 -0.063
N 0.3217 1.6069 0.4967 0.499 -0.104 -0.439 0.083
C 0.6572 0.1386 0.4715 0.516 0.012 0.414 -0.078
C -0.4580 -0.7573 0.9247 -0.781 -0.235 0.122 -0.211
N -1.7921 -0.4100 0.4615 -0.406 0.696 -1.000 -0.259
P -2.2606 -1.3513 -0.9434 -0.059 -0.761 -0.587 0.792
N -3.6559 -0.5934 -1.5514 0.597 0.502 0.632 -0.157
O -2.9466 -2.6188 -0.1863 -0.190 0.456 0.254 -0.274
H -3.6201 0.8666 3.6516 -0.338 -0.053 0.301 0.091
H -2.3367 -0.2385 3.2632 0.160 -0.449 0.043 0.084
H -3.8007 -0.2433 2.2747 -0.304 -0.190 -0.156 0.081
H -3.1689 2.2734 1.9216 0.141 0.506 -0.009 0.147
H -3.0102 1.2346 -0.0425 -0.328 -0.234 -0.374 0.124
H -1.2905 2.9273 0.4275 0.137 0.412 0.081 0.139
H -1.0500 2.0439 -1.0343 0.203 -0.334 -0.383 0.139
H 0.5300 1.9965 1.4162 -0.442 -0.083 0.143 0.176
H 0.9689 2.0560 -0.1503 0.075 0.103 0.124 0.183
H 1.4810 0.0009 1.1555 0.393 0.056 0.128 0.139
H 1.0463 -0.1137 -0.5016 -0.239 0.048 -0.521 0.124
H -0.2258 -1.7369 0.5254 0.132 -0.361 0.001 0.109
H -0.4738 -0.8763 2.0006 0.152 0.162 0.357 0.122
H -4.2925 -0.2160 -0.8524 -0.231 -0.122 -0.224 0.044
H -3.4295 0.1239 -2.2300 -0.215 -0.088 -0.184 0.036
H -3.6793 -2.3134 0.3817 0.259 -0.454 -0.095 0.060
C 3.5950 -1.1295 -2.7239 -0.167 -0.026 0.200 -0.026
C 4.3997 -1.2327 -1.4493 0.108 -0.070 -0.024 -0.507
O 3.8989 -1.6088 -0.4124 -0.211 0.179 0.014 0.051
C 5.8562 -0.8545 -1.5302 -0.044 -0.067 0.220 -0.019
H 2.5675 -1.4359 -2.5347 0.010 -0.033 -0.009 0.072
H 3.6049 -0.1017 -3.0919 0.111 -0.039 -0.110 0.084
H 4.0203 -1.7795 -3.4887 0.050 0.094 -0.070 0.091
H 5.9568 0.1846 -1.8480 0.038 -0.038 -0.135 0.087
H 6.3690 -1.4943 -2.2494 0.001 0.094 -0.095 0.092
H 6.3184 -0.9757 -0.5540 -0.003 -0.009 0.006 0.085
```
Positions in Å, forces in eV/Å.

Calculated values
- HOMO (eV) = -11.961
- charge = +1
- gap between HOMO and LUMO (eV) = 8.8
- spin multiplicity = 1
- LUMO (eV) = -3.1